Entry 1:
The following is a quantum chemistry calculation of 2 unconnected molecules or ions with the total composition C43H44N2O5S2, from the OMol25 dataset.

XYZ file:
```
96
Properties=species:S:1:pos:R:3
H -2.2905 -5.2134 -1.3748
H -0.9953 5.1797 2.4480
H 5.6554 3.7005 0.3319
C 4.2021 0.7461 1.0729
O -0.4920 -3.6160 1.6694
C -0.1557 -0.0551 -3.1895
O -2.4485 -1.0952 -0.3466
C 0.1033 2.4094 1.0765
O -2.1316 -2.6867 -2.2812
H -4.8674 1.2949 2.6891
N -0.9176 3.2933 1.4161
C -2.9176 -4.9463 -0.5268
C 3.5956 3.4567 0.8684
C 4.7505 -3.2452 1.9858
H 1.1132 0.1885 1.9094
H 5.7795 -3.0269 2.2795
C -6.3059 1.6680 0.3668
H -0.1408 1.0160 -7.4538
H -0.4487 0.7534 -2.5191
H -3.0326 4.8413 -1.5463
C -4.3530 3.2070 -0.0612
S -1.9626 -2.3571 -0.8838
H 1.7275 4.7016 2.7388
H -5.1765 -6.3049 1.6450
H 0.9840 -2.8839 -5.5527
C -2.3464 1.6841 3.3868
H 6.6527 0.1018 0.3773
H 1.4247 -0.9784 -0.6369
C 0.8447 -2.2120 -3.5130
H -3.7537 -6.9142 -0.3184
S 0.4053 -3.7120 0.5307
C -2.8608 -3.6506 -0.0070
H 3.9122 -2.2157 3.6797
H -4.9064 3.6544 -0.8893
C 0.5755 -1.4267 -1.1540
H 1.3002 -3.1046 -3.0919
C 2.9586 1.2100 1.5436
H 4.0654 5.2843 -0.0788
C -3.0150 3.5570 0.1379
C 0.9539 4.1549 2.2149
C 2.0904 0.3290 2.3704
O 0.4170 -4.9270 -0.2642
H -0.9073 -0.2496 -8.4688
H -3.5840 -2.2911 1.4953
H 2.9271 -4.8694 -0.4176
H -1.5217 3.9439 -1.3623
H -3.1118 1.6260 4.1664
H -1.5477 2.3260 3.7485
C -0.3755 4.3692 2.0885
C -0.7768 0.1226 -7.4486
H -1.1230 0.8842 0.3583
C 2.3726 -2.9693 2.3567
C 0.0138 -0.9857 -5.4285
H 3.6572 5.4673 1.6219
H 0.7567 0.7610 -0.0253
C -4.5275 -5.5578 1.1825
N 1.2774 3.0075 1.5072
H -0.8448 0.9666 -4.9708
H -7.0368 1.7368 1.1839
C 5.2099 1.6402 0.7106
C 3.1494 -4.2336 0.4463
H -5.0848 -3.9748 2.5480
H 4.4078 -0.3254 1.0110
H -1.7516 0.3457 -6.9951
C -2.3163 4.4632 -0.8145
C -4.4829 -4.2509 1.6811
H 7.3271 1.5282 1.1787
H -6.7176 2.1812 -0.5112
C 4.8883 2.9904 0.6320
C -2.3178 3.0190 1.2311
C 2.1024 -3.6052 1.1418
C 3.3834 4.9240 0.7061
H -1.9564 0.6685 3.2524
C -0.3760 0.0650 -4.5614
C -2.9962 2.2063 2.1499
H 2.5528 -0.6536 2.4651
O -0.1012 -0.9614 -6.7794
C 0.4246 -1.2076 -2.6173
H 6.9568 1.5915 -0.5385
C 2.6042 2.5445 1.2853
C 0.6475 -2.1167 -4.8692
C -4.9850 2.2670 0.7567
C -3.6511 -3.2986 1.0906
H -1.8773 5.3182 -0.2924
C 4.4746 -4.0132 0.8473
H -6.2004 0.6008 0.1087
C -3.7447 -5.8977 0.0763
H 2.3629 5.1849 0.4212
C 3.6951 -2.7645 2.7633
C -4.3392 1.8799 1.9305
C 6.6083 1.1906 0.4196
C -0.1086 1.2462 0.3929
H 1.9069 0.7067 3.3885
H 5.2913 -4.4472 0.2596
H 1.5325 -2.5928 2.9414
C -0.1597 -2.3665 -0.4943
```

As for the spin multiplicity: 1. The energy is -80188.87381 eV. The energy above the lowest of the compared OMol25 structures with the same formula, charge and spin comes out at 36.8 kcal per mole. The lowest unoccupied orbital energy is -0.010 Eh. For the HOMO energy, the calculation gives -6.4 eV. Its SMILES is COc1ccc(C=C(S(=O)(=O)c2ccccc2)S(=O)(=O)c2ccccc2)cc1.C=C1N(c2c(C)cc(C)cc2C)C=CN1c1c(C)cc(C)cc1C.

Entry 2:
The following is a quantum chemistry calculation of a molecular structure, C43H46BrNO7Sn, from the OMol25 dataset.

XYZ file:
```
99
Properties=species:S:1:pos:R:3
H 0.8543 2.1715 -5.4015
O -1.9851 -0.9174 -1.2443
O 1.3106 -2.4710 0.3608
C -0.6480 -3.6505 3.1674
H 6.0767 -2.1820 1.3145
H -5.6087 0.4727 -2.0569
H -2.7286 -4.0175 -0.0112
C 0.4416 1.6585 -1.9655
H 3.1375 -2.8917 3.5169
H -4.4273 1.9660 2.6587
H 4.5835 -4.6874 0.5405
C -4.0247 -1.1661 1.3472
O 0.9884 -1.6585 5.6117
H -3.4158 -1.5230 -3.0010
C 5.4418 -2.6797 2.0516
H 3.6421 -4.4791 2.9131
O -1.1081 -3.7902 1.9996
H -1.3685 4.7146 -3.7687
H 5.8679 -3.6650 2.2442
H 2.4692 3.1747 2.2680
H -0.6449 3.0902 -5.5745
C 3.5024 2.9721 2.5553
H -3.2170 -0.8169 -4.6155
H 5.7113 1.4447 2.8405
C -1.5485 0.1389 -1.7302
H -5.3039 1.3807 -4.2849
C -0.1332 -2.4030 3.6028
H -0.3081 5.0409 -2.3945
C 0.4417 3.4833 -3.7130
C -0.2004 0.5667 -1.3013
C 3.3752 -1.5103 1.1708
C 3.5003 0.9681 1.0766
H -4.2353 -0.0457 -1.0749
C 4.0237 -0.3248 1.3866
H 2.3463 4.4599 -3.9530
H 5.0009 -0.3662 1.8405
O -0.2034 -1.3595 2.8732
C 1.9034 3.6917 -3.3178
O 0.5268 -4.4522 6.4309
C -4.8329 -3.6362 0.2562
H -4.2427 2.6591 -3.6944
H 0.9080 3.8971 -5.7914
C 0.1903 -3.9592 5.3904
C 2.0587 -1.4541 0.5849
C -0.2072 2.3567 -2.9228
H 2.1756 -3.7242 2.2829
H 4.9602 4.0214 0.3915
C 1.5707 -0.1529 0.1693
C -3.0865 -2.1096 0.8750
H -3.7207 1.6026 -5.0273
Br -1.9738 0.8213 1.6964
C -3.4635 -3.3046 0.3388
N 0.3790 -0.2314 -0.4296
C -5.4038 -1.5428 1.3243
H 4.6061 -3.2667 -0.5171
C 4.0646 -3.7589 0.2947
H 2.4874 2.7778 -3.4439
H -4.8350 -0.9934 -3.9136
O -0.9389 -5.7972 4.2452
H 1.9900 4.0241 -2.2809
C -3.7911 -0.7672 -3.6875
C 0.3824 3.1373 -5.2104
C -2.2570 0.9642 -2.6928
C -0.5214 -4.6646 4.2390
C -1.5766 2.0064 -3.2309
H -7.4176 -0.9872 1.8456
C -4.2640 1.6371 -4.0799
H 0.1346 5.6086 -4.0127
C 0.4338 -2.5145 4.9608
H 3.0657 -4.0089 -0.0551
C -3.7461 0.1423 1.8172
Sn -0.8066 -1.8019 0.6832
C -6.3828 -0.6661 1.8503
H 6.2484 1.4038 1.1485
H 5.4717 -2.1204 2.9892
H 3.3251 3.5496 -0.0675
H -4.5269 1.6823 -1.3388
H 1.8236 1.9794 0.2343
C 4.2552 2.2512 1.4260
H -6.8239 -3.0336 0.6996
C 4.0115 -2.8536 1.5382
C -4.5701 0.6931 -1.8014
C -3.6994 0.6386 -3.0687
H -6.7916 1.2172 2.7592
H 4.7116 2.6267 -0.6717
C 3.1857 -3.5269 2.6329
H -5.1265 -4.5792 -0.1868
C -4.6992 0.9802 2.3077
C 4.3136 3.1651 0.1906
H 1.4663 1.8730 -1.7048
C -0.3254 4.7896 -3.4568
C -6.0415 0.5555 2.3476
C -5.7714 -2.7802 0.7490
H -2.0783 2.6122 -3.9717
C 2.2934 1.0307 0.4581
H 6.2072 2.9272 2.0346
C 5.6880 1.9789 1.8891
H 3.4907 2.3638 3.4612
H 3.9876 3.9240 2.7841
```

As for the spin multiplicity: 1. The energy is -137032.59423 eV. The lowest unoccupied orbital energy (alpha / beta) is -0.111 / -0.111 Eh. For the HOMO energy (alpha / beta), the calculation gives -6.9 / -6.9 eV.

Entry 3:
The following is a quantum chemistry calculation of a molecular structure, C43H46CaI2N6O5P2, from the OMol25 dataset.

XYZ file:
```
105
Properties=species:S:1:pos:R:3
C 2.1160 -0.5663 6.1014
C -6.0414 -1.7466 -3.4791
C -3.3694 -5.4535 0.7778
C 3.5836 2.3711 -1.7491
P 2.3562 0.0206 -2.5046
C 2.8579 -0.6596 -5.1079
H 4.3403 3.6314 5.5831
Ca -2.2074 0.0720 -0.0431
C -3.1007 -3.0034 0.7844
I -1.7924 -4.7602 -3.1139
H -2.4218 5.5985 -3.9682
C -5.5906 -0.6606 -0.9189
H 2.9758 2.4259 -0.7720
H -0.5873 2.9264 2.7644
H 1.9702 -0.5919 0.9601
N -3.2127 -1.8051 1.4023
C 0.5643 -1.0912 -4.2764
H 4.7966 -1.7172 4.3503
C -1.4224 3.7920 -1.2220
C -0.2936 1.9954 3.3350
H -1.0416 5.8319 -1.7509
C -3.5992 -4.2378 1.4087
H -6.1271 -2.3087 -4.4287
C -3.6871 -1.7550 2.6656
C -1.4659 1.0603 3.1364
C 2.9788 -0.8533 3.5641
N 3.7693 -0.7040 -2.0181
H -0.0932 2.1456 4.3935
H 2.2085 3.4042 1.0545
C 3.6685 -2.0037 -1.4631
C -2.2560 4.7706 -3.2642
C -2.9613 -5.4660 -0.5510
C -6.6750 -1.5186 -1.1363
H 3.7253 3.3806 -2.0977
H -3.2417 3.3594 -4.5994
H 3.6975 -0.0159 -4.8684
H 3.9274 5.1170 1.5510
H -4.6329 -2.7939 4.3179
C -5.0428 -0.8047 -3.2745
H 5.1428 0.6697 -2.8336
C -4.2644 -4.0832 2.6319
H 4.9742 5.2714 3.8446
O 1.2102 -0.0837 -1.5712
H -0.1352 -0.7815 -3.5306
H 0.5133 -2.1863 -4.2444
C 2.9309 2.5708 4.3386
H 2.6341 1.8165 5.0809
H 4.5734 1.9873 -1.4211
C 4.2619 4.4914 3.6213
C 2.1262 2.5038 -3.6026
C 1.6238 -0.5894 3.8247
H 0.2000 -0.7755 -5.2595
H -4.4769 -0.3511 -4.1141
C -4.8721 -0.2053 -2.0214
C -4.2250 -2.8584 3.3139
H 3.7882 -1.9794 -0.3589
H 5.7760 -0.4199 -1.5608
N -3.6759 1.5181 -2.9045
H 2.4349 -0.3759 -6.0847
P 1.1811 1.3212 2.5018
I -3.7049 -7.2793 1.7096
C 3.6906 4.4030 2.3275
O -1.7331 0.8440 1.8564
H 2.6945 3.0052 -4.3885
C 3.8394 -1.2104 4.5724
C 1.4175 -1.4345 1.3105
N 1.8951 -0.5835 -4.0200
H -0.8612 3.9320 -0.3084
N 2.9512 1.6381 -2.7826
C -2.5472 -4.2943 -1.2117
O -1.9724 -2.0085 -1.0237
H 0.5437 -1.6428 0.6802
C -2.8054 2.5377 -2.6656
C 3.4711 -0.8171 5.8478
O -0.0064 -2.1295 3.1143
H 0.0806 -0.7843 5.3372
C 2.3945 2.5324 3.0423
H 5.4846 -1.0335 -3.2404
H -2.9323 -6.4014 -1.0418
H 1.3451 1.9292 -4.0197
H -3.5742 -0.8681 3.2397
H 4.4594 -2.6814 -1.8625
C -2.5028 -3.0461 -0.5263
C -2.0735 2.6083 -1.4135
H 2.6858 -2.4552 -1.6071
C -2.7489 3.5526 -3.6370
H 4.1974 -0.7592 6.6678
O -2.1428 0.5830 4.0768
C -1.5765 4.9081 -2.0607
H 3.2298 -1.6950 -5.1750
H -4.7939 -4.9193 3.0619
H -7.3022 -1.7395 -0.2712
H 1.6690 3.3054 -3.0312
C 5.1098 -0.3671 -2.4436
H -7.8852 -2.5650 -2.5864
H 3.3330 -0.7410 2.5534
H 2.0682 -2.3230 1.1825
C 0.8889 -1.4033 2.7813
H -5.3471 -0.3628 0.1205
H 1.8160 -0.1631 7.0745
C 3.8866 3.5698 4.6086
C 1.1490 -0.7750 5.1820
N -3.9779 0.8591 -1.8347
C -6.9555 -2.0079 -2.4146
C 2.7487 3.4370 2.0263
```

As for the spin multiplicity: 1. Its total charge is -2. The energy is -117733.63272 eV. The lowest unoccupied orbital energy is 0.124 Eh. For the HOMO energy, the calculation gives 0.2 eV.

Entry 4:
The following is a quantum chemistry calculation of a molecular structure, C43H46Li2O19S, from the OMol25 dataset.

XYZ file:
```
111
Properties=species:S:1:pos:R:3
H 16.4809 0.2826 51.5006
O 16.9795 -0.4841 51.4790
H 24.6806 -8.3895 60.2097
C 17.5509 -0.7916 55.1041
H 16.9875 -0.5113 55.9402
C 22.4349 -2.9998 52.7203
H 26.8535 -0.2851 60.9111
C 26.6726 -6.3404 57.4029
C 22.8288 -2.2486 51.5269
O 19.8211 -7.0266 56.8429
H 18.5275 -5.0858 55.2455
C 18.6977 -1.5756 52.7523
H 24.2300 -2.8094 57.5609
H 25.3093 -5.1854 57.0741
H 25.0637 -4.4476 60.0063
H 20.3646 -1.8979 56.3213
C 25.0792 -1.3440 60.9056
C 20.2110 -6.4675 63.4012
H 22.5797 -1.4642 56.2703
H 18.1121 -9.7985 53.5579
H 20.2063 -5.2012 51.3924
C 26.0803 -1.8670 57.7341
H 18.0795 -6.4127 63.4881
C 18.9720 -8.5670 55.1539
C 19.0563 -7.2316 55.7119
H 24.3844 -0.5574 60.7714
O 24.9193 -5.6926 54.5317
H 17.7003 -8.8454 51.5300
O 20.2821 -7.0755 64.6105
C 21.2342 -3.4212 50.1934
O 22.9446 -2.6600 53.8738
O 19.6558 -1.2474 56.2766
Li 23.0904 -6.6406 55.0717
H 21.2457 -4.5838 53.5116
H 20.3609 -1.9917 53.9334
H 26.8160 1.4790 57.0509
O 23.2677 -6.4023 59.0361
C 21.3898 -6.1110 62.7459
H 22.3392 -6.1921 63.2682
H 22.8108 -3.3301 59.5082
H 22.3227 -5.2070 61.0930
H 27.4070 -4.5190 60.4128
H 22.2914 -2.8013 54.7331
H 19.7669 -6.0078 56.7203
O 28.3930 -7.8871 57.6331
O 22.3661 -5.2064 55.9871
C 21.5185 -3.9733 52.5359
O 20.3929 -4.4417 57.0221
H 22.8888 -5.6853 58.6075
H 25.2982 -7.3722 53.2640
O 22.4554 -4.1522 58.0062
C 25.3807 -5.9489 57.7586
C 24.6286 -1.8149 57.3985
H 26.0499 -5.6698 53.0088
Li 18.8683 -3.8777 58.1311
C 26.8421 -0.6506 57.5580
C 24.8437 0.5026 56.6844
C 24.4831 -2.6091 60.5123
H 24.9040 -4.8637 54.2071
H 15.9739 -0.2712 53.8646
C 19.4374 -1.6755 53.9427
H 28.6210 -7.5142 56.7621
C 26.2613 0.5133 57.0670
C 25.2355 -7.7934 59.3628
C 27.3687 -2.4618 60.8963
O 19.9242 -4.5713 59.7554
C 16.8720 -0.5865 53.9705
O 21.8252 -2.9500 56.0794
C 26.7829 -3.6856 60.7711
H 27.0196 -9.1018 59.5700
O 23.2077 -2.6841 60.1032
H 21.0061 -3.4555 48.0814
C 25.3558 -3.7118 60.3774
C 24.0893 -0.6150 56.8617
O 22.7915 -0.5765 56.4641
C 17.9331 -6.4595 53.6951
O 28.1010 -0.7156 57.9581
H 26.6905 -6.9975 54.0943
H 28.0917 -1.3104 58.7286
O 17.3456 -7.9934 51.9610
C 20.0373 -5.2651 60.9400
C 18.3294 -8.7650 54.0060
C 18.9128 -6.2023 62.8627
H 20.8025 -6.7891 65.2113
C 17.9210 -7.7547 53.1933
C 17.4720 -0.9877 52.7251
S 21.7752 -4.2050 56.7937
C 27.1681 -7.3592 57.9926
C 25.7813 -6.3825 53.6470
H 29.1607 -3.0759 61.2151
C 21.3663 -5.5008 61.5035
C 26.5083 -8.1400 59.1405
H 17.6676 -5.7146 52.9453
H 23.3417 -1.3354 51.7137
O 20.7221 -3.8629 48.9693
H 26.6348 -2.7562 58.0948
C 18.8840 -5.5833 61.6185
H 22.5161 -2.0548 49.5290
H 19.4810 -9.3673 55.7739
C 24.5576 -6.6707 58.7176
C 20.8481 -4.3155 51.3051
H 24.3421 1.3204 56.4690
C 18.8796 -1.2744 55.1573
C 26.5452 -1.2549 60.9865
H 17.9178 -5.3947 61.3011
H 20.7311 -4.5134 59.4597
O 28.7003 -2.3232 60.7878
C 22.1992 -2.4959 50.3600
H 27.0461 -5.9427 56.5262
H 19.1171 -1.9197 51.8633
C 18.5360 -6.2499 54.9382
```

As for the spin multiplicity: 1. The energy is -95476.18692 eV. The energy above the lowest of the compared OMol25 structures with the same formula, charge and spin comes out at 24.6 kcal per mole. The lowest unoccupied orbital energy is -0.033 Eh. For the HOMO energy, the calculation gives -7.2 eV.

Among the records above, which one has the lowest energy?
C43H46BrNO7Sn

Among the records above, which one has the highest energy?
C43H44N2O5S2

Which of these has the highest energy?
C43H44N2O5S2